[1]
Density functional theory data (ωB97M-V/def2-TZVPD) for C36H38O2P2Zn as an isolated structure in a non-equilibrium geometry.

Geometry (Å):
Zn: -0.3516 5.6232 0.0104
C: 1.3473 -0.2860 -1.5292
C: 2.0717 0.1009 -2.6304
C: 1.5566 -0.0725 -4.0495
C: 0.1922 0.6430 -4.1555
C: -0.9351 -0.0700 -3.4780
C: -1.0302 -1.3751 -3.1958
C: 0.1030 -2.2879 -2.7725
C: 1.0000 -1.8107 -1.5984
C: -1.8255 4.5401 -1.0072
H: 1.3253 0.1438 -0.5053
H: 2.9783 0.6870 -2.5547
H: 1.3869 -1.1072 -4.3818
H: 2.2733 0.3990 -4.7464
H: 0.3174 1.6068 -3.6479
H: -0.0807 0.8362 -5.2065
H: -1.7387 0.5989 -3.0828
H: -2.0362 -1.7936 -3.0464
H: 0.7136 -2.5566 -3.6516
H: -0.3474 -3.2537 -2.4972
H: 0.5713 -2.1681 -0.6507
H: 1.9152 -2.4199 -1.7186
H: -2.7009 4.2695 -0.3649
H: -1.2592 3.6049 -1.1085
H: -2.1286 5.0858 -1.9475
P: 0.5576 7.7513 -2.8414
P: -2.5715 7.6330 -3.5333
C: -0.0098 7.3373 -4.5168
C: -1.3168 7.4969 -4.8358
C: 1.6449 9.2017 -3.3767
C: 2.1470 9.3599 -4.6766
C: 2.9494 10.4595 -5.0060
C: 3.2513 11.4223 -4.0367
C: 2.7248 11.2895 -2.7435
C: 1.9149 10.1985 -2.4168
C: 1.6899 6.3196 -2.6878
C: 1.1104 5.0489 -2.5155
C: 1.9148 3.9190 -2.3809
C: 3.3080 4.0434 -2.4531
C: 3.8846 5.3078 -2.6260
C: 3.0822 6.4490 -2.7101
C: -3.5451 8.9229 -4.4902
C: -2.9097 10.1494 -4.7731
C: -3.5329 11.0899 -5.5976
C: -4.8055 10.8261 -6.1280
C: -5.4503 9.6216 -5.8197
C: -4.8321 8.6845 -4.9844
C: -3.5343 6.1293 -3.9673
C: -4.5038 5.7059 -3.0309
C: -5.3096 4.5995 -3.3036
C: -5.1442 3.8774 -4.4941
C: -4.1691 4.2811 -5.4135
C: -3.3574 5.3879 -5.1416
H: 0.7412 6.9904 -5.2407
H: -1.6802 7.5827 -5.8714
H: 1.8960 8.6314 -5.4485
H: 3.3209 10.5591 -6.0265
H: 3.8800 12.2762 -4.2915
H: 2.9369 12.0441 -1.9841
H: 1.4777 10.1030 -1.4191
H: 0.0195 4.9329 -2.4813
H: 1.4516 2.9481 -2.1655
H: 3.9320 3.1480 -2.3815
H: 4.9718 5.4003 -2.6860
H: 3.5385 7.4328 -2.8201
H: -1.9100 10.3541 -4.3835
H: -3.0232 12.0240 -5.8479
H: -5.2873 11.5481 -6.7938
H: -6.4319 9.3917 -6.2374
H: -5.3327 7.7439 -4.7490
H: -4.6295 6.2541 -2.0940
H: -6.0843 4.3027 -2.5909
H: -5.7749 3.0110 -4.7109
H: -4.0411 3.7413 -6.3545
H: -2.5960 5.6712 -5.8647
O: 0.0227 4.1286 1.2200
C: -0.3642 2.8961 1.0316
O: -0.1535 2.1516 0.0877
H: -0.9401 2.5622 1.8939

Computed properties:
Relative energy (zero: lowest compared OMol25 entry of this formula, charge and spin) = 3.127 eV
Orbital gap = 6.55 eV
LUMO level = -0.046 Ha
Calculated total energy = -4006.89734 Eh
HOMO energy = -7.8083 eV
Total charge = 0

[2]
Density functional theory data (ωB97M-V/def2-TZVPD) for C4H12N3OPS as an isolated structure in a non-equilibrium geometry.

Geometry (Å):
C: -0.1717 -0.4603 -0.2532
C: -2.9947 1.3616 -0.1642
C: -1.4471 -0.6352 0.5628
C: -2.7332 -0.1362 -0.1415
N: 0.8421 -0.0295 0.3917
N: 2.8242 1.7170 -0.1100
N: 3.2880 -0.6925 0.9416
O: 2.7240 -0.4304 -1.5568
P: 2.3777 0.1328 -0.1976
S: 4.8239 -1.0619 0.4119
H: -0.2392 -0.5581 -1.3152
H: -2.1356 1.9616 -0.3208
H: -3.7235 1.6691 -0.9049
H: -3.2800 1.5349 0.8997
H: -1.3854 -0.2353 1.5608
H: -1.7303 -1.6890 0.6715
H: -3.7399 -0.6180 0.2813
H: -2.5111 -0.4970 -1.0996
H: 3.0119 2.1127 0.8369
H: 2.1664 2.1644 -0.8352
H: 2.7962 -1.2978 1.6337
H: 4.2480 -1.4492 -0.7982

Computed properties:
Relative energy (zero: lowest compared OMol25 entry of this formula, charge and spin) = 0.000 eV
Orbital gap = 8.93 eV
LUMO level = 0.014 Ha
Calculated total energy = -1138.67215 Eh
HOMO energy = -8.5425 eV
Total charge = 0

[3]
Density functional theory data (ωB97M-V/def2-TZVPD) for C25H56CsN11O3P2Si as an isolated structure in a non-equilibrium geometry.

Geometry (Å):
Cs: -1.0397 0.0311 -1.4814
N: -2.8383 3.4982 -1.6067
C: -3.8771 2.6444 -1.6939
N: -5.0623 3.2135 -1.7838
C: -6.0844 2.3385 -1.8016
N: -7.3499 2.8365 -1.8716
N: -6.0053 0.9932 -1.7641
C: -4.7663 0.5057 -1.6298
N: -3.6749 1.2865 -1.6399
C: -4.6962 -0.9606 -1.5102
C: -5.8403 -1.7556 -1.2560
C: -5.7181 -3.1263 -1.1399
C: -4.4627 -3.7042 -1.2309
C: -3.3762 -2.8633 -1.4020
N: -3.4886 -1.5350 -1.5872
H: -3.0046 4.4603 -1.8387
H: -1.8834 3.2305 -1.6985
H: -7.3905 3.7519 -2.2823
H: -8.0431 2.1723 -2.1516
H: -6.7578 -1.1996 -1.1971
H: -6.5995 -3.7346 -0.9717
H: -4.3377 -4.7628 -1.1207
H: -2.3732 -3.2933 -1.4560
C: 2.8003 -1.3521 3.6690
N: 2.0471 -1.1657 2.4241
C: 2.7991 -0.7710 1.2219
P: 0.4258 -1.5784 2.3540
O: -0.3619 -0.7284 1.4741
O: 0.3782 -3.1689 1.8821
P: 0.5084 -3.6961 0.3721
O: 0.4791 -2.6443 -0.6578
N: -0.6585 -4.8950 0.3720
C: -1.4398 -5.2588 1.5304
C: -0.7787 -5.8635 -0.7131
N: 1.9979 -4.4609 0.4138
C: 3.0432 -4.2225 -0.5739
C: 2.4059 -5.2498 1.5706
N: -0.0411 -1.7435 3.9304
C: 0.2108 -2.9855 4.6898
C: -1.0974 -0.8624 4.4767
H: 3.0564 -2.4130 3.8705
H: 2.2872 -0.9002 4.5313
H: 3.7804 -0.8519 3.4915
H: 3.5544 -1.5586 1.0798
H: 3.3242 0.2093 1.4050
H: 2.1595 -0.7052 0.3402
H: -1.4796 -4.4097 2.2501
H: -0.9812 -6.1413 2.0514
H: -2.4558 -5.5494 1.2753
H: -0.0800 -5.5961 -1.5498
H: -1.8243 -5.8204 -1.1343
H: -0.5249 -6.8569 -0.3362
H: 2.6945 -3.5545 -1.3557
H: 3.3506 -5.1868 -0.9914
H: 3.9191 -3.7381 -0.0681
H: 1.5304 -5.7570 2.0581
H: 2.9337 -4.6388 2.3312
H: 3.0664 -6.0359 1.1655
H: 1.3386 -3.1909 4.6686
H: -0.2848 -3.8617 4.2429
H: -0.1210 -2.8766 5.7330
H: -1.1202 0.0916 3.9162
H: -0.8536 -0.6585 5.5178
H: -2.1134 -1.3327 4.4557
C: 0.2106 5.5203 -2.1598
Si: 1.0422 3.9911 -1.3277
C: 1.1311 4.4258 0.5570
C: 1.9584 5.7076 0.8128
C: 1.7274 3.1989 1.3680
C: -0.3456 4.6511 1.0305
C: 2.7313 3.6288 -2.2482
C: 3.3803 4.9982 -2.5701
C: 3.7261 2.6304 -1.5177
C: 2.3417 2.9190 -3.6261
H: 0.9000 6.2089 -2.7582
H: -0.3997 6.0665 -1.4029
H: -0.5179 5.1294 -2.8603
H: 3.0425 5.6174 0.4915
H: 1.9805 5.9914 1.8849
H: 1.5615 6.6158 0.2872
H: 2.8319 3.1113 1.2222
H: 1.2699 2.2071 1.0836
H: 1.4469 3.3818 2.4170
H: -0.6882 5.6693 0.6781
H: -0.4197 4.5726 2.1452
H: -1.0084 3.8739 0.5936
H: 3.5458 5.5864 -1.6566
H: 2.7396 5.6124 -3.2242
H: 4.3881 4.8655 -3.0399
H: 4.2376 3.1055 -0.6575
H: 4.4992 2.3189 -2.2624
H: 3.1704 1.7432 -1.1326
H: 1.3690 3.1517 -4.0672
H: 2.3816 1.8212 -3.4889
H: 3.1366 3.1616 -4.3825
N: 3.1159 -0.7204 -2.9175
H: 2.9354 -1.6255 -2.4515
H: 3.8138 -0.2197 -2.3166
H: 3.5590 -0.9649 -3.7726

Computed properties:
Relative energy (zero: lowest compared OMol25 entry of this formula, charge and spin) = 0.000 eV
Orbital gap = 3.63 eV
LUMO level = -0.009 Ha
Calculated total energy = -2806.73510 Eh
HOMO energy = -3.8759 eV
Total charge = 0

- Which of these has the highest relative energy (zero: lowest compared OMol25 entry of this formula, charge and spin)?
  C36H38O2P2Zn

- Number 2 is which compound?
  C4H12N3OPS

- Look up the relative energy (zero: lowest compared OMol25 entry of this formula, charge and spin) of the third one.
  0.000 eV

- What is the orbital gap in the second record?
  8.93 eV